Formula: C27H83N19O12
Source: the OMol25 dataset
Level of theory: ωB97M-V/def2-TZVPD

## Properties
Net charge ... 0
Molecular weight ... 866.08 g mol⁻¹
Relative energy (zero: lowest compared OMol25 entry of this formula, charge and spin) ... 99.14 kcal/mol
Structure (SMILES) ... COC[C@H](C)N.COC[C@H](C)N.COC[C@H](C)N.COC[C@H](C)N.COC[C@H](C)N.NC(N)=O.NC(N)=O.NC(N)=O.NC(N)=O.NC(N)=O.NC(N)=O.NC(N)=O

Structure (XYZ):
```
141
Properties=species:S:1:pos:R:3:forces:R:3:mulliken_charge:R:1
C -28.352415 2.815639 -10.180137 0.582 -0.255 0.477 -1.142
C -28.373299 3.917622 -9.123792 -0.164 0.572 0.824 0.493
C -28.038942 5.265678 -9.752566 0.723 -0.925 0.081 0.112
O -28.130312 6.316874 -8.821184 -1.635 -0.059 0.034 -0.456
C -26.949855 6.963024 -8.633144 2.392 1.346 0.577 -0.740
N -29.675915 3.991735 -8.442247 -0.226 -1.300 -0.725 -0.698
H -27.397640 2.850410 -10.719926 -0.221 0.192 -0.107 0.275
H -29.185482 2.881990 -10.889314 0.103 -0.054 0.147 0.419
H -28.315515 1.838544 -9.672404 -0.490 0.296 -0.198 0.165
H -27.618958 3.663362 -8.359538 -0.055 0.196 -0.255 0.138
H -28.744263 5.374130 -10.583559 0.155 0.541 -0.103 0.198
H -26.990374 5.240716 -10.066572 -0.163 -0.168 -0.664 -0.364
H -26.504454 7.397025 -9.568925 -0.252 -0.536 0.493 0.283
H -26.188109 6.350543 -8.102548 -0.159 -0.222 -0.635 0.300
H -27.011213 7.815676 -7.941459 -0.806 -0.086 -0.221 0.425
H -30.371864 3.710665 -9.126280 -0.228 0.183 0.316 0.262
H -29.950894 4.872166 -8.037472 0.456 0.294 -0.111 0.270
C -20.972719 9.762832 -11.736270 -0.231 0.419 1.734 -1.280
C -22.285709 9.412683 -10.997034 -0.298 -1.016 -0.504 1.198
C -22.142006 9.040243 -9.538496 0.108 -0.189 1.040 0.423
O -23.411450 8.552928 -9.091990 -0.410 -0.085 -0.407 -0.227
C -23.583357 8.096321 -7.759677 0.687 -0.165 0.093 -0.465
N -23.337256 10.363059 -11.141939 -0.164 0.920 -1.217 -0.590
H -21.167836 10.000794 -12.775824 0.120 -0.423 -0.151 0.403
H -20.293168 8.933993 -11.516489 0.027 -0.084 -0.713 0.009
H -20.453545 10.631019 -11.297208 -0.375 0.002 -0.034 0.401
H -22.670337 8.523319 -11.494184 0.107 -0.335 -0.090 -0.569
H -21.828389 9.961586 -9.024721 -0.231 -0.058 0.419 0.468
H -21.395742 8.279996 -9.312519 0.336 -0.205 -0.269 -0.730
H -23.133531 7.085231 -7.556757 0.000 0.819 -0.308 0.025
H -24.650794 7.983493 -7.537765 0.190 0.234 -0.378 0.097
H -23.171836 8.845542 -7.073662 0.044 -0.236 0.181 0.389
H -24.269982 10.025174 -10.965756 0.222 -0.031 0.302 0.232
H -23.154146 11.250269 -10.715717 -0.113 0.302 0.299 0.239
C -26.650593 3.935989 -16.122132 -1.055 0.090 -0.201 -1.543
C -28.203752 3.941389 -15.939794 -0.480 -0.320 -1.839 0.745
C -28.776091 4.309939 -17.339573 -0.748 0.827 -0.463 -1.039
O -30.226167 4.425856 -17.357778 1.617 0.225 1.301 -0.356
C -30.835871 4.841929 -18.556168 -0.407 -0.331 0.436 -0.761
N -28.678931 2.585481 -15.689866 0.567 -0.362 0.815 -0.770
H -26.097435 3.543303 -15.274857 -0.229 -0.497 0.052 0.371
H -26.237799 4.936628 -16.269297 -0.251 0.044 -0.316 0.333
H -26.515021 3.331851 -17.041611 0.533 0.256 0.592 0.469
H -28.600644 4.645602 -15.195591 0.269 -0.261 0.026 0.173
H -28.543682 3.551860 -18.090067 0.381 -0.398 0.193 0.543
H -28.300223 5.211684 -17.715316 -0.149 0.637 -0.055 0.342
H -31.876139 4.806003 -18.254622 -0.449 -0.244 -0.573 0.281
H -30.620076 4.127238 -19.371134 -0.103 0.523 0.096 0.298
H -30.678278 5.894841 -18.812673 0.653 -0.144 -0.167 0.296
H -28.411180 2.055323 -16.510063 0.047 -0.355 0.117 0.309
H -29.686028 2.515958 -15.645521 -0.125 0.338 0.044 0.275
C -24.131979 4.145513 -9.970379 0.765 0.058 -1.053 -0.746
C -23.155960 4.727200 -11.067381 -1.453 -0.607 -1.025 0.452
C -23.942786 5.808154 -11.883122 -0.164 -1.348 0.069 -0.780
O -25.004109 5.065850 -12.472438 -1.118 0.742 -1.632 -0.253
C -26.018862 5.855941 -13.172085 0.954 0.352 1.864 -0.887
N -21.943432 5.342641 -10.649261 0.182 1.297 1.021 1.117
H -24.425344 4.994301 -9.325369 -0.102 -0.563 -0.043 -0.029
H -23.749270 3.284961 -9.394725 0.266 0.685 -0.091 0.069
H -24.970369 3.737804 -10.549802 -0.138 0.393 0.427 0.148
H -22.918785 3.933668 -11.787466 -0.144 -0.040 0.040 0.095
H -23.314575 6.293995 -12.668630 -0.304 -0.227 0.642 0.446
H -24.371450 6.513936 -11.167949 0.182 0.508 -0.025 0.241
H -26.694299 5.185967 -13.686249 0.351 -0.150 -0.538 0.392
H -25.600448 6.716986 -13.738614 -0.024 -0.882 -0.227 0.394
H -26.647957 6.331746 -12.414633 -0.050 0.120 0.246 0.165
H -21.224083 4.723783 -10.332383 0.313 -0.970 0.181 -0.319
H -22.247723 5.804804 -9.798766 0.559 0.667 0.214 -0.447
C -17.023615 6.240310 -6.319676 0.393 -1.039 -0.434 -1.429
C -17.646852 7.032431 -7.459664 -0.799 -0.682 0.527 0.238
C -19.027345 6.497565 -7.837448 -0.472 -0.815 -0.131 -0.173
O -19.913587 6.218067 -6.736922 0.788 -0.954 -0.473 0.160
C -20.343809 7.292930 -5.984512 -0.458 2.204 0.270 -1.135
N -17.800339 8.419338 -7.086912 0.212 0.801 -0.538 -0.542
H -16.857217 5.189384 -6.598526 -0.192 0.183 -0.293 0.336
H -17.623877 6.147632 -5.400020 0.399 0.765 -0.267 0.231
H -16.001308 6.623664 -6.222238 -0.282 0.114 0.763 0.442
H -17.037614 6.857329 -8.358942 0.153 0.216 0.065 0.362
H -18.822514 5.547870 -8.345496 -0.391 -0.207 0.322 0.084
H -19.628503 7.065383 -8.575063 0.669 0.421 0.289 -0.137
H -19.654248 7.687107 -5.238061 0.351 -0.628 0.237 0.379
H -21.301752 7.090979 -5.513694 -0.068 -0.486 0.071 0.360
H -20.495417 8.202876 -6.578582 -0.166 -0.201 -0.426 0.229
H -17.935708 8.868399 -7.979525 -0.366 0.738 -0.043 0.210
H -16.969126 8.865054 -6.713310 0.188 -0.398 0.130 0.259
C -21.915920 6.139389 -16.236412 2.118 1.567 -1.537 0.536
O -20.758269 6.313061 -16.589223 0.463 0.250 -0.492 -0.660
N -22.951501 6.768524 -16.827011 -1.055 0.559 -1.400 -0.410
N -22.211150 5.366157 -15.242892 -1.284 -2.529 3.094 -0.095
H -22.664940 7.274389 -17.649944 -0.167 0.229 0.174 0.240
H -23.691578 7.165171 -16.279240 -0.077 -0.061 0.082 0.189
H -21.426287 4.921895 -14.781662 -0.018 -0.157 -0.078 0.054
H -23.088536 4.867267 -15.259753 0.076 0.131 0.243 0.177
C -26.118189 -0.438738 -8.934367 1.416 1.852 -1.768 0.597
O -25.929327 -0.908127 -7.855519 0.143 -0.180 0.832 -0.594
N -26.969695 -0.831598 -9.909366 -4.136 -0.024 0.051 -0.635
N -25.514571 0.719493 -9.504932 2.393 0.068 2.455 -0.232
H -27.246571 0.091030 -10.318225 0.103 -1.470 -0.271 0.322
H -27.826933 -1.102513 -9.383300 0.557 -0.663 -0.925 0.327
H -24.678735 0.861230 -8.924690 -0.149 0.611 -0.493 -0.058
H -25.188157 0.608255 -10.460570 -0.274 -0.234 0.109 0.317
C -19.582619 2.433488 -10.850288 -1.766 1.435 1.606 0.290
O -19.932969 2.996339 -9.799470 -0.003 0.096 -0.252 -0.584
N -20.223011 2.556281 -12.004354 -1.105 0.464 -1.674 -0.201
N -18.567309 1.615282 -10.899463 2.779 -2.326 0.802 -0.473
H -19.677934 2.522130 -12.858131 -0.205 0.020 0.141 0.287
H -20.940264 3.260074 -12.040656 0.056 0.083 -0.016 -0.005
H -18.265632 1.281056 -9.990274 0.095 0.184 -0.296 0.303
H -18.571909 0.905468 -11.610969 0.073 -0.017 -0.108 0.209
C -22.321620 -0.765613 -8.964728 0.746 0.975 -1.132 0.450
O -22.198446 -1.584989 -9.849775 -0.331 -1.494 -0.376 -0.747
N -22.184438 0.539174 -9.239030 0.015 1.658 -2.069 -0.017
N -22.509931 -0.911907 -7.690877 -1.182 -1.306 4.028 -0.283
H -21.840684 1.146410 -8.515597 0.186 0.317 -0.082 0.214
H -21.827377 0.538738 -10.180987 0.317 1.143 -0.041 0.039
H -22.740530 -0.094398 -7.084596 0.364 -1.244 -0.819 0.245
H -22.797894 -1.834111 -7.417982 -0.104 0.013 0.463 0.230
C -19.098986 5.455910 -13.661011 0.852 2.502 1.220 0.723
O -19.602444 4.414019 -13.948556 -1.136 -2.403 -1.041 -0.768
N -19.455293 6.227889 -12.629665 -2.686 -0.745 2.348 -0.114
N -18.060188 6.050246 -14.210837 2.785 -0.058 -2.798 -0.394
H -19.185596 7.175882 -12.564757 0.080 0.652 -0.012 0.234
H -20.327474 5.959940 -12.181307 0.067 0.373 0.275 -0.147
H -17.676780 5.685144 -15.067337 -0.077 0.086 0.016 0.257
H -17.751050 6.961374 -13.920035 -0.063 -0.249 -0.132 0.131
C -30.265956 7.588688 -14.442910 1.322 -1.024 -1.710 0.442
O -31.027818 8.090253 -13.686276 -1.495 1.048 1.176 -0.595
N -28.954512 7.427719 -14.263380 2.297 -0.108 1.949 -0.299
N -30.485172 7.158820 -15.730846 -1.897 -0.124 -1.624 -0.382
H -28.436176 6.859891 -14.914620 0.054 0.348 0.197 0.260
H -28.597279 7.582655 -13.335209 0.182 -0.190 -0.013 0.212
H -31.381762 7.468136 -16.048619 -0.550 -0.170 -0.246 0.257
H -30.314188 6.190559 -15.991709 0.059 0.167 0.196 0.208
C -21.438970 2.872753 -6.382534 -1.003 2.584 -1.085 0.459
O -21.913267 1.762064 -6.463156 0.465 -1.129 0.075 -0.680
N -20.946441 3.456792 -5.294922 0.659 -0.932 2.402 -0.386
N -21.532965 3.817014 -7.382949 0.050 -0.020 -1.729 -0.053
H -20.767096 2.769461 -4.587400 0.145 0.378 0.760 0.238
H -20.495344 4.363814 -5.272620 -0.018 -0.526 -0.276 0.169
H -21.166569 4.743621 -7.181571 0.123 -0.345 0.245 0.359
H -21.064750 3.471758 -8.212361 -0.391 -0.043 -0.566 -0.023
```
Positions in Å, forces in eV/Å.